No. 1
A 2-piece molecular cluster, C19H24NO3 overall at a distorted geometry. Source: the OMol25 dataset; level of theory: ωB97M-V with the def2-TZVPD basis set.

## Properties
- Charge: +1
- ΔE to the lowest compared entry with this formula, charge and spin: 11.4 kJ/mol

The geometry in XYZ format:
```
47
Properties=species:S:1:pos:R:3:forces:R:3:mulliken_charge:R:1
C -6.058 -2.939 -2.345 0.216 0.096 -0.128 -0.801
O -5.049 -2.147 -3.019 0.949 0.136 0.812 -0.422
C -3.932 -1.788 -2.337 -0.465 -0.006 0.118 0.917
C -3.035 -0.898 -2.985 -0.309 -0.207 0.124 -0.679
C -1.944 -0.401 -2.313 0.151 -0.195 0.299 -0.554
C -1.670 -0.758 -0.955 -0.506 -0.662 -0.254 0.341
C -0.610 -0.132 -0.250 -0.974 0.160 0.899 -0.137
C -0.560 0.072 1.146 -0.174 0.235 0.164 0.412
C 0.658 0.567 1.721 0.169 -0.061 0.420 -0.812
C 0.803 0.631 3.090 -0.799 -0.317 -0.155 0.853
C -0.269 0.210 3.925 0.637 -0.316 0.423 0.194
O 0.035 0.174 5.250 0.288 0.464 -1.867 -0.472
C 1.447 0.605 5.374 0.085 -0.175 0.459 -0.382
C 1.943 1.017 3.980 0.291 0.383 -0.066 -0.623
C -1.514 -0.164 3.396 0.005 0.138 0.513 -0.989
C -1.671 -0.157 2.034 0.290 -0.334 -0.267 -0.787
C -2.521 -1.744 -0.371 -0.142 0.392 -0.052 -0.838
C -3.641 -2.226 -1.020 -0.194 0.088 -0.304 -0.379
H -6.803 -3.125 -3.118 0.065 -0.023 0.203 0.253
H -5.648 -3.891 -1.980 -0.059 0.243 -0.190 0.336
H -6.507 -2.382 -1.512 0.173 -0.062 -0.246 0.358
H -3.263 -0.600 -4.004 0.058 -0.005 0.166 0.450
H -1.295 0.327 -2.796 -0.131 -0.146 0.007 0.396
H 0.220 0.274 -0.812 0.147 0.086 -0.051 0.452
H 1.475 0.864 1.058 -0.230 -0.218 0.147 0.510
H 1.479 1.428 6.096 -0.134 -0.278 -0.172 0.293
H 2.022 -0.242 5.770 -0.364 0.171 -0.035 0.285
H 2.874 0.508 3.710 -0.168 0.090 0.077 0.320
H 2.128 2.099 3.947 -0.015 -0.245 -0.080 0.250
H -2.306 -0.444 4.086 -0.001 0.191 -0.251 0.449
H -2.656 -0.353 1.614 0.292 0.076 0.147 0.869
H -2.306 -2.118 0.627 0.060 -0.018 -0.302 0.732
H -4.319 -2.913 -0.509 0.404 0.170 -0.217 0.342
C 5.379 1.960 -1.312 0.360 -0.031 0.163 -1.494
C 3.977 1.965 -1.862 -0.094 -0.010 -0.489 0.385
O 4.096 2.404 -3.218 -0.592 0.125 -0.049 -0.541
C 3.276 0.610 -1.795 0.488 -0.199 0.230 -0.719
N 1.817 0.732 -1.830 -0.172 0.099 -0.382 -0.497
H 5.412 1.556 -0.298 -0.044 -0.001 -0.053 0.371
H 6.040 1.365 -1.948 -0.106 0.033 0.065 0.353
H 5.769 2.981 -1.277 -0.039 -0.144 -0.080 0.356
H 3.381 2.694 -1.294 -0.072 -0.039 0.042 0.279
H 3.210 2.528 -3.597 0.453 -0.030 0.135 0.325
H 3.624 -0.032 -2.620 0.101 0.289 0.290 0.330
H 3.559 0.131 -0.852 0.018 -0.070 -0.064 0.226
H 1.427 0.079 -2.504 0.049 0.255 -0.023 0.262
H 1.529 1.671 -2.090 0.036 -0.130 -0.125 0.228
```
Forces are in eV/Å.

No. 2
C19H24NO4PtS as an isolated structure at a distorted geometry. Source: the OMol25 dataset; level of theory: ωB97M-V with the def2-TZVPD basis set.

## Properties
- Charge: -1
- E: -1611.68437 hartree

The geometry in XYZ format:
```
50
Properties=species:S:1:pos:R:3:forces:R:3:mulliken_charge:R:1
Pt 0.530 -0.070 0.728 0.038 -1.225 1.251 1.286
C 1.559 0.479 3.206 0.291 -0.047 0.250 0.941
C 1.095 1.626 2.434 -1.124 -0.673 -0.578 -0.059
C 1.776 1.654 1.208 0.725 0.412 -0.372 0.117
C 2.571 0.450 1.134 -0.476 0.112 -0.599 1.198
C 2.422 -0.232 2.409 0.398 0.207 0.932 0.447
C 3.061 -1.543 2.740 0.052 -0.091 -0.026 -1.652
C 3.654 0.147 0.151 0.174 0.010 -0.170 -1.812
C 1.786 2.802 0.245 -0.009 0.152 -0.063 -1.395
C 0.066 2.638 2.840 0.034 0.194 0.168 -1.291
C 1.056 0.076 4.560 -0.088 -0.079 0.030 -1.857
H 3.245 -1.632 3.812 -0.050 0.006 -0.006 0.443
H 4.020 -1.662 2.229 -0.041 0.046 0.030 0.432
H 2.436 -2.388 2.431 -0.038 0.068 -0.028 0.224
H 4.633 0.491 0.507 -0.014 -0.024 -0.005 0.293
H 3.460 0.626 -0.811 -0.001 0.010 0.058 0.395
H 3.723 -0.926 -0.043 -0.036 0.029 0.038 0.416
H 2.281 3.682 0.675 0.008 -0.046 -0.003 0.349
H 0.773 3.092 -0.039 -0.001 -0.020 0.064 0.255
H 2.316 2.540 -0.672 -0.008 -0.024 0.022 0.330
H 0.496 3.647 2.860 0.012 -0.059 0.029 0.272
H -0.337 2.433 3.834 0.049 -0.010 -0.057 0.397
H -0.771 2.651 2.137 0.116 -0.052 0.016 0.193
H 1.763 0.327 5.358 0.004 0.034 -0.025 0.304
H 0.873 -1.001 4.626 0.033 0.046 -0.080 0.384
H 0.110 0.566 4.804 0.081 -0.013 -0.073 0.418
C -2.424 -0.842 -5.945 -0.034 -0.032 0.016 -1.393
C -2.407 -0.544 -4.465 0.037 0.037 -0.009 1.014
C -3.577 -0.419 -3.728 -0.079 -0.040 0.027 -0.665
C -3.547 -0.161 -2.360 0.172 -0.019 -0.061 -0.423
C -2.329 -0.012 -1.703 -0.129 -0.140 -0.389 -0.079
C -1.148 -0.134 -2.434 -0.200 0.047 0.111 -0.066
C -1.198 -0.392 -3.792 0.127 -0.074 -0.060 -1.002
S -2.360 0.362 0.051 0.236 0.918 0.318 1.419
O -1.672 1.626 0.254 -0.484 0.202 -0.346 -0.726
O -3.773 0.398 0.357 -0.138 -0.596 0.221 -0.845
N -1.506 -0.727 0.848 0.205 0.168 -0.877 -0.675
C -1.642 -2.141 0.439 -0.224 0.724 0.287 -0.487
C -0.336 -2.723 -0.053 0.482 -0.028 -0.098 0.517
O -0.301 -3.897 -0.395 0.189 0.315 0.027 -0.762
O 0.698 -1.916 -0.060 -0.320 -0.601 -0.465 -0.832
H -3.444 -0.943 -6.318 0.013 0.007 0.034 0.344
H -1.892 -1.771 -6.168 -0.031 0.058 0.057 0.313
H -1.937 -0.048 -6.517 -0.007 -0.001 0.057 0.316
H -4.534 -0.538 -4.228 0.024 0.013 0.037 0.272
H -4.464 -0.074 -1.792 0.052 0.011 -0.006 0.467
H -0.191 -0.038 -1.946 0.143 0.045 0.215 0.263
H -0.265 -0.498 -4.339 -0.051 0.018 0.021 0.349
H -2.383 -2.294 -0.348 -0.058 0.050 -0.069 0.275
H -1.963 -2.749 1.282 -0.053 -0.043 0.152 0.378
```
Forces are in eV/Å.